# 1
A molecular structure, C8H32B2In2O8 at a distorted geometry, computed with ωB97M-V with the def2-TZVPD basis set.

Computed properties:
Energy above the lowest of the compared OMol25 structures with the same formula, charge and spin = 30.4 kcal per mole
Charge = +4
HOMO-LUMO gap = 0.0522 Ha

Element x y z (Å)
In 15.317 -26.672 25.217
In 22.098 -27.792 27.626
O 15.550 -22.264 25.060
O 22.681 -30.775 24.674
O 16.319 -25.861 21.062
O 24.120 -28.502 23.570
O 15.957 -23.147 27.810
O 13.412 -25.088 21.575
O 24.957 -24.974 26.742
O 22.570 -23.543 27.765
C 23.086 -30.723 23.215
C 23.688 -22.752 27.194
C 15.618 -21.833 27.462
C 23.268 -29.287 22.644
C 14.047 -25.044 20.284
C 15.555 -24.791 20.324
C 16.338 -21.569 26.137
C 24.601 -23.735 26.152
B 17.832 -28.514 28.133
B 19.560 -25.646 24.891
H 17.407 -21.660 25.942
H 15.787 -24.967 19.274
H 18.310 -28.874 29.031
H 13.888 -26.041 19.874
H 15.792 -23.764 20.603
H 23.695 -29.303 21.641
H 20.626 -25.622 24.727
H 12.599 -24.578 21.551
H 19.385 -25.483 25.944
H 22.864 -31.677 24.945
H 24.054 -31.207 23.084
H 18.851 -25.086 24.301
H 16.950 -29.068 27.850
H 22.412 -31.308 22.588
H 16.294 -20.500 25.927
H 25.600 -23.299 26.126
H 22.135 -23.008 28.433
H 17.562 -27.471 28.182
H 24.632 -28.072 22.881
H 16.254 -22.967 28.705
H 18.560 -28.610 27.343
H 17.123 -26.078 20.584
H 22.261 -28.889 22.515
H 24.216 -23.730 25.132
H 19.398 -26.702 24.742
H 13.524 -24.507 19.493
H 25.769 -25.424 26.497
H 15.818 -21.092 28.236
H 14.539 -21.750 27.338
H 23.344 -21.862 26.668
H 24.286 -22.324 27.998
H 15.070 -21.566 24.609

Here are the Mulliken charges for atoms 1 to 5, given in e:
1. In 0.9685
2. In 0.9517
3. O -0.4038
4. O -0.4522
5. O -0.4457

---

# 2
9 unconnected molecules or ions with the total composition C8H32F2N17O12S2 at a distorted geometry, computed with ωB97M-V with the def2-TZVPD basis set.

Computed properties:
Energy above the lowest of the compared OMol25 structures with the same formula, charge and spin = 0.0 kcal per mole
Charge = -1
HOMO-LUMO gap = 0.3340 Ha

Element x y z (Å)
S -38.595 16.076 1.327
S -38.232 13.683 0.766
F -39.503 17.108 0.529
F -37.482 12.848 -0.363
O -38.654 10.882 -2.260
O -34.082 15.422 4.431
O -33.400 16.041 -1.080
O -37.505 16.873 1.776
O -39.689 15.658 -4.461
O -39.494 15.603 2.330
O -39.447 12.962 0.929
O -37.611 9.670 0.595
O -38.724 12.975 4.514
O -37.833 18.320 7.004
O -37.232 13.704 1.791
O -42.434 16.067 -2.173
N -40.799 13.907 4.482
N -41.729 14.456 -0.677
N -38.542 16.221 6.486
N -40.532 11.753 5.215
N -40.348 9.688 -3.126
N -34.906 17.359 0.020
N -37.542 17.517 4.888
N -35.525 9.854 1.476
N -38.375 14.504 -2.964
N -35.298 15.022 6.285
N -43.871 14.469 -1.447
N -39.416 16.443 -2.329
N -35.604 15.535 -1.223
N -40.638 11.932 -2.840
N -35.812 10.375 -0.687
N -38.312 15.077 0.006
N -36.134 14.466 4.200
C -39.801 10.869 -2.665
C -34.559 16.289 -0.780
C -39.240 15.518 -3.337
C -42.640 15.091 -1.485
C -37.970 17.426 6.180
C -39.907 12.890 4.761
C -35.120 14.988 4.920
C -36.452 9.987 0.465
H -44.653 14.797 -1.977
H -40.230 17.032 -2.368
H -36.166 14.780 6.719
H -40.304 12.846 -2.582
H -34.613 10.241 1.336
H -36.541 15.538 -0.835
H -35.376 14.706 -1.742
H -35.870 9.555 2.367
H -39.084 16.135 -1.424
H -35.784 17.284 0.513
H -41.201 9.762 -3.649
H -38.327 13.619 -3.436
H -41.628 11.774 -2.863
H -34.883 10.746 -0.733
H -34.479 15.327 6.776
H -44.006 13.723 -0.790
H -37.905 16.805 4.278
H -41.992 13.574 -0.279
H -39.852 11.104 5.581
H -36.427 10.630 -1.447
H -41.410 11.819 5.698
H -40.684 14.575 3.732
H -38.104 14.520 -2.000
H -39.726 8.912 -3.248
H -38.402 15.428 5.883
H -41.787 13.783 4.637
H -36.835 13.858 4.598
H -37.174 18.417 4.648
H -36.046 14.351 3.200
H -38.965 16.133 7.388
H -40.769 14.750 -0.732
H -34.104 17.639 0.563

Here are the Mulliken charges for atoms 1 to 5, given in e:
1. S 1.0000
2. S 1.0034
3. F -0.4033
4. F -0.2360
5. O -0.5485

---

# 3
8 unconnected molecules or ions with the total composition C8H32N16O8 at a distorted geometry, computed with ωB97M-V with the def2-TZVPD basis set.

Computed properties:
Energy above the lowest of the compared OMol25 structures with the same formula, charge and spin = 50.8 kcal per mole
Charge = 0
HOMO-LUMO gap = 0.3066 Ha

Element x y z (Å)
O -12.729 16.019 8.582
O -14.844 11.543 7.783
O -17.284 14.089 11.183
O -19.085 7.651 12.349
O -20.460 12.023 10.359
O -13.669 14.836 13.168
O -18.209 9.860 15.197
O -16.915 18.158 10.729
N -19.990 12.880 8.312
N -16.109 13.128 8.777
N -14.214 15.698 15.300
N -14.010 17.024 13.454
N -14.142 15.422 10.286
N -19.184 11.332 16.617
N -16.215 12.953 12.806
N -11.914 15.104 10.496
N -20.596 9.035 13.345
N -18.284 12.293 12.171
N -20.468 14.269 10.051
N -21.191 6.956 12.606
N -18.283 18.918 12.398
N -15.515 11.208 9.906
N -18.449 16.760 11.638
N -17.014 11.609 16.037
C -20.381 12.987 9.591
C -20.237 7.878 12.757
C -18.159 10.891 15.871
C -12.909 15.600 9.722
C -13.977 15.738 13.943
C -15.395 11.979 8.798
C -17.832 17.970 11.518
C -17.338 13.251 12.092
H -14.329 14.846 15.812
H -14.342 16.595 15.723
H -22.068 7.007 13.086
H -20.508 15.093 9.477
H -15.283 10.236 9.853
H -14.181 15.013 11.201
H -16.237 12.179 13.442
H -12.087 14.852 11.452
H -18.324 16.003 10.988
H -17.960 19.856 12.254
H -14.316 17.708 14.120
H -16.144 11.222 15.722
H -11.009 15.167 10.062
H -19.931 13.679 7.712
H -21.562 9.247 13.507
H -19.904 9.753 13.461
H -18.986 12.337 11.420
H -20.409 14.468 11.031
H -20.827 6.155 12.116
H -19.854 11.933 8.001
H -18.260 11.599 12.895
H -14.081 17.096 12.453
H -16.208 13.500 7.849
H -15.438 13.598 12.851
H -17.054 12.358 16.702
H -15.817 11.621 10.773
H -14.937 15.519 9.681
H -19.080 18.630 12.930
H -19.232 12.289 16.921
H -20.078 10.889 16.483
H -16.731 13.419 9.520
H -19.137 16.723 12.367

Here are the Mulliken charges for atoms 1 to 5, given in e:
1. O -0.7085
2. O -0.7061
3. O -0.4377
4. O -0.6708
5. O -0.7712